# 1
{"formula": "C42H64N2O16", "method": "ωB97M-V with the def2-TZVPD basis set", "species": ["O", "C", "O", "C", "C", "C", "H", "H", "H", "H", "H", "H", "O", "C", "O", "C", "C", "C", "H", "H", "H", "H", "H", "H", "O", "C", "O", "C", "C", "C", "H", "H", "H", "H", "H", "H", "O", "C", "O", "C", "C", "C", "H", "H", "H", "H", "H", "H", "O", "C", "O", "C", "C", "C", "H", "H", "H", "H", "H", "H", "O", "C", "O", "C", "C", "C", "H", "H", "H", "H", "H", "H", "O", "C", "O", "C", "C", "C", "H", "H", "H", "H", "H", "H", "N", "C", "C", "C", "C", "H", "H", "H", "H", "H", "N", "C", "C", "C", "C", "H", "H", "H", "H", "H", "C", "C", "O", "C", "H", "H", "H", "H", "H", "H", "C", "C", "O", "C", "H", "H", "H", "H", "H", "H"], "coordinates": [[2.960, -0.190, -5.287], [2.561, 0.715, -4.549], [3.183, 0.901, -3.393], [2.553, 1.899, -2.560], [1.149, 1.885, -3.196], [1.397, 1.643, -4.688], [3.063, 2.862, -2.602], [2.573, 1.471, -1.558], [0.628, 2.772, -2.836], [0.617, 1.043, -2.753], [1.908, 2.463, -5.194], [0.582, 1.261, -5.304], [0.691, -1.266, 6.955], [0.433, -0.082, 6.952], [-0.261, 0.528, 7.967], [-0.443, 1.929, 7.828], [0.031, 2.170, 6.349], [0.912, 0.912, 5.975], [0.187, 2.529, 8.484], [-1.487, 2.220, 7.939], [0.411, 3.192, 6.335], [-0.878, 2.173, 5.748], [1.980, 1.113, 6.058], [0.669, 0.561, 4.972], [2.578, 6.361, -2.182], [1.450, 5.880, -2.362], [0.980, 5.605, -3.584], [-0.363, 5.143, -3.693], [-0.761, 5.041, -2.210], [0.421, 5.544, -1.372], [-0.423, 4.184, -4.209], [-0.839, 6.005, -4.160], [-0.994, 4.002, -1.978], [-1.635, 5.646, -1.973], [0.649, 4.788, -0.621], [0.145, 6.432, -0.804], [-0.418, -2.477, -3.110], [0.158, -3.431, -3.680], [-0.496, -4.334, -4.413], [0.320, -5.092, -5.270], [1.663, -4.351, -5.216], [1.622, -3.591, -3.839], [-0.174, -5.225, -6.232], [0.448, -6.056, -4.777], [1.610, -3.665, -6.061], [2.502, -5.030, -5.363], [2.148, -2.637, -3.884], [2.007, -4.184, -3.009], [-3.200, 1.929, -2.986], [-3.879, 0.912, -2.950], [-5.253, 0.917, -3.229], [-5.864, -0.391, -3.293], [-4.794, -1.376, -2.918], [-3.457, -0.567, -2.593], [-6.347, -0.593, -4.249], [-6.679, -0.426, -2.571], [-4.509, -1.956, -3.796], [-5.136, -1.993, -2.087], [-2.631, -0.827, -3.256], [-3.109, -0.689, -1.568], [3.822, -4.792, 0.598], [3.750, -3.712, 0.121], [2.727, -3.266, -0.645], [2.647, -1.898, -0.887], [4.047, -1.527, -0.652], [4.698, -2.554, 0.267], [1.891, -1.555, -0.180], [2.219, -1.775, -1.882], [3.988, -0.486, -0.334], [4.458, -1.543, -1.661], [4.715, -2.207, 1.300], [5.680, -2.947, 0.001], [2.759, 2.856, 2.021], [2.506, 3.977, 2.505], [3.437, 4.909, 2.546], [3.007, 5.908, 3.425], [1.834, 5.318, 4.314], [1.293, 4.344, 3.340], [2.824, 6.792, 2.815], [3.816, 6.228, 4.082], [1.210, 6.134, 4.681], [2.228, 4.673, 5.099], [0.540, 4.793, 2.693], [0.791, 3.455, 3.723], [-3.411, -0.418, 0.828], [-4.326, 0.575, 0.611], [-5.545, 0.075, 0.548], [-5.412, -1.361, 0.794], [-4.097, -1.640, 0.927], [-2.402, -0.392, 0.851], [-3.836, 1.528, 0.477], [-6.452, 0.543, 0.196], [-6.266, -2.021, 0.742], [-3.739, -2.622, 1.198], [0.411, -0.063, 1.127], [0.264, 1.244, 1.492], [-0.613, 1.873, 0.641], [-0.978, 0.937, -0.228], [-0.279, -0.281, -0.026], [1.067, -0.785, 1.389], [0.699, 1.722, 2.357], [-1.078, 2.843, 0.549], [-1.757, 1.226, -0.918], [-0.432, -1.152, -0.646], [-2.871, -4.219, -1.710], [-2.000, -5.031, -0.796], [-1.567, -6.104, -1.195], [-1.571, -4.423, 0.582], [-2.803, -4.611, -2.725], [-2.472, -3.206, -1.759], [-3.893, -4.338, -1.351], [-1.424, -3.377, 0.313], [-0.741, -5.014, 0.969], [-2.316, -4.617, 1.354], [2.357, -3.464, 4.872], [1.985, -2.930, 3.499], [2.832, -2.184, 2.953], [0.558, -3.145, 2.867], [3.432, -3.331, 4.997], [2.154, -4.532, 4.959], [1.805, -2.987, 5.682], [0.488, -4.211, 2.653], [0.470, -2.507, 1.987], [-0.290, -2.928, 3.516]], "total_energy_ev": -80329.599, "homo_lumo_gap_ev": 8.6, "homo_ev": -8.4886}

# 2
{"formula": "C4H8O2", "method": "ωB97M-V with the def2-TZVPD basis set", "species": ["C", "O", "C", "C", "C", "O", "H", "H", "H", "H", "H", "H", "H", "H"], "coordinates": [[1.644, 0.864, -0.262], [0.919, -0.266, -0.699], [0.273, -0.968, 0.348], [-1.260, -0.743, 0.330], [-1.559, 0.512, -0.464], [-1.547, 1.621, 0.015], [2.092, 1.319, -1.148], [2.447, 0.574, 0.430], [0.998, 1.600, 0.233], [0.682, -0.654, 1.316], [0.500, -2.032, 0.220], [-1.640, -0.604, 1.348], [-1.778, -1.595, -0.127], [-1.771, 0.371, -1.541]], "total_energy_ev": -8371.483, "homo_lumo_gap_ev": 10.8, "homo_ev": -9.7870}

# 3
{"formula": "C19H17AuN5O3S", "method": "ωB97M-V with the def2-TZVPD basis set", "species": ["Au", "N", "N", "C", "O", "O", "H", "H", "H", "N", "C", "C", "C", "N", "C", "N", "O", "S", "C", "C", "C", "C", "C", "C", "C", "C", "C", "C", "C", "C", "C", "C", "H", "H", "H", "H", "H", "H", "H", "H", "H", "H", "H", "H", "H", "H"], "coordinates": [[2.574, 0.299, 2.010], [1.212, -2.063, 2.516], [0.618, -1.707, 3.727], [0.473, -0.360, 4.098], [-0.357, -0.125, 4.977], [1.201, 0.549, 3.519], [0.544, -2.076, 1.755], [1.682, -2.948, 2.609], [-0.174, -2.243, 4.023], [3.853, 0.316, 0.514], [4.471, -0.157, -0.339], [5.234, -0.715, -1.364], [4.995, -0.371, -2.725], [4.808, -0.095, -3.833], [6.256, -1.659, -1.042], [7.085, -2.424, -0.788], [-0.650, -0.675, 0.579], [0.113, 0.516, 0.092], [-0.459, 1.984, 1.070], [-1.924, 1.936, 1.384], [-2.861, 2.613, 0.603], [-4.220, 2.511, 0.872], [-4.660, 1.728, 1.931], [-3.733, 1.060, 2.723], [-2.375, 1.157, 2.449], [-0.714, 0.993, -1.477], [-0.483, -0.116, -2.460], [0.619, -0.091, -3.314], [0.868, -1.144, -4.183], [0.017, -2.242, -4.202], [-1.077, -2.282, -3.346], [-1.326, -1.226, -2.480], [-0.173, 2.855, 0.475], [0.138, 1.932, 1.981], [-2.523, 3.243, -0.214], [-4.932, 3.041, 0.250], [-5.719, 1.646, 2.145], [-4.062, 0.460, 3.563], [-1.660, 0.642, 3.084], [-0.251, 1.930, -1.797], [-1.768, 1.128, -1.237], [1.296, 0.759, -3.292], [1.734, -1.109, -4.834], [0.208, -3.066, -4.879], [-1.734, -3.144, -3.346], [-2.169, -1.259, -1.797]], "total_energy_ev": -48100.639, "homo_lumo_gap_ev": 8.0, "total_charge": -1, "homo_ev": -5.4632}

# 4
{"formula": "C6H12", "method": "ωB97M-V with the def2-TZVPD basis set", "species": ["C", "C", "C", "C", "C", "C", "H", "H", "H", "H", "H", "H", "H", "H", "H", "H", "H", "H"], "coordinates": [[-0.701, 0.941, 1.551], [0.131, 0.445, 0.372], [1.623, 0.645, 0.614], [-0.265, -0.939, -0.119], [-0.731, -0.505, -1.292], [-0.384, 0.943, -1.024], [-0.518, 2.005, 1.744], [-1.771, 0.805, 1.357], [-0.450, 0.387, 2.463], [1.861, 1.707, 0.753], [2.212, 0.267, -0.229], [1.946, 0.110, 1.516], [-0.183, -1.917, 0.348], [-0.493, -3.797, -1.553], [-1.197, -0.993, -2.144], [-0.256, -3.110, -1.705], [-1.225, 1.646, -0.985], [0.399, 1.362, -1.668]], "total_energy_ev": -6414.361, "homo_lumo_gap_ev": 10.5, "homo_ev": -9.4206}

# 5
{"formula": "C4H8O2", "method": "ωB97M-V with the def2-TZVPD basis set", "species": ["C", "C", "O", "C", "O", "C", "H", "H", "H", "H", "H", "H", "H", "H"], "coordinates": [[-1.193, -0.771, 0.379], [0.169, -0.886, 0.755], [0.921, -1.936, 0.351], [0.116, 0.170, -0.633], [0.690, -0.434, -1.590], [0.478, 1.568, -0.136], [-1.871, -0.130, 0.938], [-1.625, -1.535, -0.263], [-1.075, 0.273, -0.786], [0.503, -0.372, 1.656], [1.158, -1.674, -0.596], [0.352, 2.283, -0.954], [1.527, 1.571, 0.170], [-0.149, 1.874, 0.708]], "total_energy_ev": -8369.159, "homo_lumo_gap_ev": 9.4, "homo_ev": -8.9602}

# 6
{"formula": "C7H12O2", "method": "ωB97M-V with the def2-TZVPD basis set", "species": ["C", "C", "C", "C", "C", "C", "C", "O", "O", "H", "H", "H", "H", "H", "H", "H", "H", "H", "H", "H", "H"], "coordinates": [[-1.930, -0.191, -0.421], [-2.505, 1.043, 0.218], [1.960, -0.948, -0.894], [1.741, 0.874, 0.873], [1.043, 0.066, -0.215], [-1.382, -1.229, 0.480], [-0.109, -0.975, 0.679], [-1.738, -0.224, -1.655], [0.437, 0.887, -1.095], [-0.345, 0.359, -1.682], [-2.035, -1.885, 1.044], [0.474, -1.528, 1.405], [-3.304, 1.442, -0.418], [-1.719, 1.790, 0.287], [-2.893, 0.842, 1.215], [2.710, -0.408, -1.474], [2.465, -1.578, -0.164], [1.385, -1.576, -1.573], [2.248, 0.220, 1.582], [1.018, 1.492, 1.403], [2.476, 1.529, 0.405]], "total_energy_ev": -11546.476, "homo_lumo_gap_ev": 10.1, "homo_ev": -9.4497}